# 1
Density functional theory data (ωB97M-V/def2-TZVPD) for a single C4H5N3 molecule.

The geometry in ORCA input format:
```
! RIJCOSX wB97M-V def2-TZVPD def2/J DEFGRID3
* xyz 0 1
N 2.59059 -0.67414 1.21552
C 1.68513 -0.61336 0.49364
C 0.70226 -0.31678 -0.53574
C -0.72116 -0.89014 -0.55021
N -1.70033 -0.03495 0.10313
C -1.12308 1.03979 0.46868
N 0.19722 1.28115 0.21738
H 1.18012 -0.75999 -1.49742
H -1.03412 -1.09804 -1.58762
H -0.63621 -1.84150 -0.03690
H -1.72803 1.78383 1.01313
H 0.58762 2.12413 0.69641
*
```

Results
SMILES = N#C[C@H]1CN=CN1
Frontier orbital gap = 0.3250 hartree
LUMO = -0.2792 eV
Energy = -8696.11045 eV



# 2
Density functional theory data (ωB97M-V/def2-TZVPD) for a molecular structure, C25H44O2P2Pt.

The geometry in ORCA input format:
```
! RIJCOSX wB97M-V def2-TZVPD def2/J DEFGRID3
* xyz 2 5
Pt -0.90713 1.98686 -3.14841
C 0.35338 0.65722 0.79209
C 1.04091 1.00055 -0.37181
C -1.00368 2.11634 -0.33525
C -0.90926 1.33136 0.80246
C 0.22485 2.01034 -1.11968
C 0.81290 -0.23972 1.88288
H 1.85380 -0.55574 1.74015
H 0.17060 -1.13202 1.95879
H 0.73956 0.26208 2.86044
C -1.92968 1.22032 1.86546
H -1.56912 0.59398 2.68809
H -2.84043 0.76067 1.46176
H -2.18766 2.21181 2.26083
C -2.18472 2.90215 -0.71998
H -2.24488 3.82350 -0.12799
H -3.08459 2.30253 -0.53179
H -2.16837 3.15632 -1.80752
C 0.95563 3.19280 -1.69316
H 1.09041 3.98699 -0.95092
H 0.41853 3.62486 -2.56193
H 1.93371 2.86557 -2.04644
C 2.42844 0.60975 -0.68687
H 3.14495 0.98836 0.06107
H 2.73001 0.96849 -1.67601
H 2.52104 -0.48269 -0.68593
C -0.00795 -2.44778 -1.76049
C 0.77684 -2.64987 -0.69567
C 1.99166 -3.50878 -0.71692
C 2.98782 -3.36143 -1.90238
C 3.07054 -2.06985 -2.67398
C 2.39292 -1.71926 -3.76683
C 0.96494 -2.03581 -4.08158
C 0.19753 -2.99233 -3.12486
H 1.65611 -4.55748 -0.74370
H 2.81220 -4.21141 -2.59174
H 2.52562 -3.37730 0.23591
H 0.67798 -3.98008 -3.11379
H -0.85670 -1.76069 -1.65005
H 0.46081 -2.28483 0.28127
H -0.81046 -3.11045 -3.56087
H 0.43910 -1.05681 -4.06080
H 2.88641 -1.17382 -4.58966
H 0.89442 -2.45290 -5.10620
H 3.99161 -3.52284 -1.46128
H 3.87514 -1.40718 -2.34973
P -1.49056 -1.37474 -5.62460
P -0.69321 2.34431 -5.13245
C -1.10110 0.01476 -6.79212
C -1.68023 1.37318 -6.37130
H -1.49997 -0.28387 -7.77933
H 0.00351 0.04229 -6.86485
H -1.79471 2.01757 -7.25598
H -2.66371 1.24647 -5.89408
C -1.32531 4.04668 -5.37901
H -0.84169 4.67651 -4.62713
H -2.39921 4.02349 -5.17749
H -1.12221 4.41335 -6.38517
C 1.04267 2.45272 -5.75122
H 1.07828 2.83474 -6.77941
H 1.53398 1.47391 -5.70594
H 1.59202 3.14639 -5.10260
C -3.25216 -1.80108 -6.02069
H -3.62406 -2.41143 -5.18434
H -3.32391 -2.39672 -6.94238
H -3.85740 -0.89185 -6.11496
C -0.77467 -2.72305 -6.74310
H 0.10904 -2.36312 -7.29017
H -1.52268 -3.05496 -7.47734
H -0.49188 -3.59656 -6.13833
O -1.84109 -2.59877 1.85809
C -2.65062 -2.31354 0.94130
O -2.62098 -1.39725 0.06575
H -3.55031 -2.97769 0.88006
*
```

Results
Frontier orbital gap (alpha / beta) = 0.2789 / 0.1497 hartree
LUMO (alpha / beta) = -5.5456 / -9.0248 eV
Energy = -52535.43024 eV



# 3
Density functional theory data (ωB97M-V/def2-TZVPD) for 2 unconnected molecules or ions with the total composition C5H9ClP.

The geometry in ORCA input format:
```
! RIJCOSX wB97M-V def2-TZVPD def2/J DEFGRID3
* xyz 1 1
C 0.30092 2.46347 -1.76845
C 0.32337 3.01985 -0.70648
C 0.96082 -2.48692 0.51189
C -1.16635 -0.89473 -0.95959
C 0.12760 0.20019 1.59246
P 0.06396 -1.11795 0.35290
Cl 0.34365 3.77202 0.75287
H 1.67597 -2.59403 1.31093
H 0.33067 2.05355 -2.73639
H 0.89491 -3.29578 -0.19642
H -1.88658 -0.13038 -0.66548
H -1.68711 -1.83155 -1.15806
H -0.68044 -0.56899 -1.88032
H 0.92098 -0.00836 2.30962
H -0.82707 0.24995 2.12138
H 0.30471 1.16966 1.11916
*
```

Results
Frontier orbital gap = 0.3166 hartree
LUMO = -4.8981 eV
Energy = -27131.90643 eV



Record order is preserved below.
ΔE to the lowest compared entry with this formula, charge and spin: 85.37 29.52 26.92 kcal/mol
Record order is preserved below.
Max |F|: 2.668 6.210 1.225 eV Å⁻¹